Molecular formula: C3H6N2O2P
Method: DFT, ωB97M-V/def2-TZVPD

## Properties
spin multiplicity = 3
gap between HOMO and LUMO (alpha / beta) = 4.67 / 8.23 eV
total charge = -1

Geometry (Å):
P (0.92, -1.20, -1.46)
O (1.66, -0.48, -2.49)
O (0.19, -2.48, -1.83)
N (-1.24, 0.15, 0.26)
N (1.49, -1.03, 1.27)
C (-0.95, 1.31, -0.64)
C (-0.73, 0.20, 1.44)
C (1.70, -1.31, 0.09)
H (-1.70, 2.06, -0.64)
H (-0.27, 1.15, 1.70)
H (-0.63, 0.83, -1.55)
H (0.65, -0.56, 1.73)
H (-0.96, -0.45, 2.25)
H (-0.13, 1.81, -0.11)

Atomic partial charges in e from the Mulliken method, atoms 1 to 4:
1. P 0.459
2. O -0.551
3. O -0.641
4. N -0.408